No. 1
The following is a DFT calculation (ωB97M-V/def2-TZVPD) of an isolated molecule of C25H29N5O4S.

## Properties
* SMILES: Cc1cc(NC(=O)CCC(=O)N(Cc2cccs2)[C@H](C(=O)NC2CCCC2)c2ccncc2)no1
* HOMO: -8.942 eV
* calculated total energy: -52872.1064 eV
* energy above the lowest of the compared OMol25 structures with the same formula, charge and spin: 42.6 kcal/mol
* LUMO energy: 0.5005 eV

Each line ends with the natural charge from an NBO analysis.
Element x y z (Å)
C: 4.8120 -2.7719 -1.6977  -0.6627
C: 3.4985 -2.6201 -1.0281  0.3398
C: 2.3088 -3.2679 -1.1879  -0.3708
C: 1.4550 -2.6304 -0.2509  0.3269
N: 0.1242 -2.8620 0.0067  -0.6425
C: -0.7691 -3.3617 -0.9046  0.6956
O: -0.4428 -3.8858 -1.9435  -0.5974
C: -2.2137 -3.1468 -0.4837  -0.4867
C: -2.6493 -1.7182 -0.8657  -0.4823
C: -1.7606 -0.7287 -0.1346  0.7231
O: -1.5319 -0.8946 1.0603  -0.6801
N: -1.1676 0.2734 -0.8094  -0.4161
C: -1.3051 0.5000 -2.2377  -0.2587
C: -0.4717 -0.4408 -3.0519  -0.2147
C: -0.8730 -1.3504 -3.9805  -0.2476
C: 0.1974 -2.0782 -4.5464  -0.2393
C: 1.3987 -1.7114 -4.0405  -0.3977
S: 1.2525 -0.4636 -2.8680  0.4220
C: -0.1138 0.9630 -0.0576  -0.1801
C: -0.6919 1.3692 1.3284  0.7393
O: -1.7373 1.9739 1.4050  -0.6570
N: 0.1532 1.1068 2.3412  -0.6181
C: -0.1835 1.2992 3.7446  -0.0415
C: -1.4539 0.5284 4.1705  -0.4270
C: -2.4787 1.6028 4.5324  -0.4052
C: -1.6193 2.7421 5.0702  -0.3975
C: -0.4595 2.7778 4.0791  -0.4153
C: 0.3922 2.2266 -0.6846  -0.0015
C: -0.4508 3.3105 -0.9220  -0.2562
C: 0.0934 4.4630 -1.4650  0.0374
N: 1.3732 4.5925 -1.7723  -0.4121
C: 2.1735 3.5688 -1.5330  0.0399
C: 1.7410 2.3689 -0.9903  -0.2462
N: 2.0986 -1.6871 0.4021  -0.2099
O: 3.3727 -1.6805 -0.0750  -0.2811
H: 4.7845 -3.6229 -2.3711  0.2344
H: 5.5957 -2.9186 -0.9569  0.2386
H: 5.0494 -1.8711 -2.2624  0.2329
H: 2.0469 -4.0556 -1.8591  0.2629
H: -0.2456 -2.3462 0.8011  0.4452
H: -2.8405 -3.8679 -1.0079  0.2391
H: -2.3169 -3.2821 0.5930  0.2357
H: -2.5979 -1.6093 -1.9443  0.2238
H: -3.6785 -1.5616 -0.5354  0.2463
H: -0.9954 1.5293 -2.4390  0.2475
H: -2.3559 0.4120 -2.5242  0.2257
H: -1.9001 -1.4986 -4.2648  0.2207
H: 0.0686 -2.8462 -5.2862  0.2279
H: 2.3708 -2.0963 -4.2749  0.2328
H: 0.7200 0.2611 0.0841  0.2421
H: 0.9124 0.4715 2.1510  0.4087
H: 0.6827 0.9408 4.3063  0.2026
H: -1.7979 -0.1114 3.3606  0.2392
H: -1.2346 -0.0960 5.0375  0.1996
H: -3.2161 1.2497 5.2519  0.2026
H: -2.9898 1.9327 3.6288  0.2212
H: -2.1534 3.6897 5.1153  0.2105
H: -1.2556 2.4993 6.0710  0.1883
H: 0.4238 3.2786 4.4734  0.2063
H: -0.7752 3.2897 3.1719  0.2260
H: -1.4959 3.2541 -0.6605  0.2478
H: -0.5247 5.3281 -1.6658  0.1940
H: 3.2136 3.7187 -1.7909  0.1926
H: 2.4342 1.5615 -0.8120  0.2262

Forces on atoms 1 to 2 (eV/Å):
C -0.055 0.205 0.186
C -0.720 -0.480 -0.087


No. 2
The following is a DFT calculation (ωB97M-V/def2-TZVPD) of an isolated molecule of C25H29N5O6S.

## Properties
* SMILES: CCOc1ccc(N(C(=O)c2snc(C(N)=O)c2N)[C@H](C(=O)NC[C@H]2CCCO2)c2ccc(C)o2)cc1
* HOMO: -8.117 eV
* calculated total energy: -56967.8654 eV
* energy above the lowest of the compared OMol25 structures with the same formula, charge and spin: 0.0 kcal/mol
* LUMO energy: -0.0091 eV

Each line ends with the natural charge from an NBO analysis.
Element x y z (Å)
C: 1.0828 6.8230 3.2540  -0.6174
C: 0.7109 5.3589 3.0816  -0.0643
O: 1.1250 4.9621 1.7867  -0.4951
C: 0.9151 3.6877 1.3859  0.3324
C: 1.3703 3.3735 0.1016  -0.2635
C: 1.2111 2.1052 -0.4059  -0.1254
C: 0.5847 1.1227 0.3576  0.0421
N: 0.4804 -0.2034 -0.1372  -0.4371
C: -0.5490 -0.6659 -0.8800  0.6757
O: -0.5963 -1.8577 -1.2239  -0.7099
C: -1.6124 0.2360 -1.2657  -0.4409
S: -1.8011 1.9167 -0.8644  0.7210
N: -3.1995 2.0779 -1.6611  -0.5795
C: -3.5828 0.9585 -2.2374  0.0021
C: -4.8254 0.8820 -3.0300  0.6413
N: -5.5052 2.0427 -3.0951  -0.8005
O: -5.1940 -0.1467 -3.5756  -0.6337
C: -2.7081 -0.1579 -2.0444  0.2174
N: -2.9399 -1.3782 -2.5330  -0.7816
C: 1.5725 -1.1212 0.2235  -0.1787
C: 1.2103 -1.8667 1.5321  0.6851
O: 1.7762 -1.6938 2.5888  -0.6224
N: 0.1679 -2.6904 1.3495  -0.6367
C: -0.2961 -3.6114 2.3548  -0.2347
C: -0.5048 -5.0086 1.7544  0.0933
C: -1.5738 -5.0441 0.6388  -0.4440
C: -0.7637 -5.2906 -0.6361  -0.4390
C: 0.4585 -6.0226 -0.0842  -0.0619
O: 0.7159 -5.4454 1.1779  -0.5271
C: 2.8671 -0.3944 0.3206  0.2469
C: 3.4469 0.3270 1.3195  -0.2546
C: 4.6714 0.8083 0.7958  -0.3237
C: 4.7509 0.3543 -0.4865  0.2898
C: 5.7912 0.5258 -1.5349  -0.6498
O: 3.6544 -0.3763 -0.7834  -0.4113
C: 0.1415 1.4247 1.6356  -0.1245
C: 0.2981 2.6997 2.1487  -0.3269
H: 0.7794 7.1682 4.2380  0.2149
H: 2.1566 6.9477 3.1468  0.2154
H: 0.5873 7.4231 2.4958  0.2152
H: 1.2153 4.7466 3.8414  0.1745
H: -0.3749 5.2277 3.1853  0.1736
H: 1.8550 4.1467 -0.4724  0.2279
H: 1.5706 1.8623 -1.3943  0.2223
H: -5.1402 2.8532 -2.6253  0.4167
H: -6.3628 2.0926 -3.6177  0.4062
H: -2.2427 -2.0903 -2.3769  0.4303
H: -3.7574 -1.4995 -3.1139  0.4342
H: 1.6404 -1.8584 -0.5870  0.2614
H: -0.2220 -2.7722 0.4163  0.4297
H: -1.2395 -3.2658 2.7959  0.1889
H: 0.4679 -3.6504 3.1350  0.2362
H: -0.7820 -5.6885 2.5749  0.1772
H: -2.2681 -5.8660 0.8147  0.2145
H: -2.1434 -4.1180 0.5953  0.2161
H: -0.4678 -4.3483 -1.0966  0.2203
H: -1.3026 -5.8859 -1.3697  0.2159
H: 0.2437 -7.0964 0.0309  0.1559
H: 1.3566 -5.9037 -0.6918  0.1926
H: 3.0573 0.4737 2.3041  0.2469
H: 5.3940 1.4102 1.3075  0.2246
H: 5.3652 0.9910 -2.4231  0.2225
H: 6.2002 -0.4409 -1.8266  0.2252
H: 6.5930 1.1509 -1.1544  0.2279
H: -0.3189 0.6544 2.2356  0.2246
H: -0.0549 2.9060 3.1461  0.2255

Forces on atoms 1 to 2 (eV/Å):
C -0.059 -0.423 -0.168
C -0.089 0.211 0.357


No. 3
The following is a DFT calculation (ωB97M-V/def2-TZVPD) of C25H30AlNO5PS2 as an isolated structure.

## Properties
* HOMO: -11.847 eV
* calculated total energy: -75696.0781 eV
* LUMO energy: -2.7772 eV
* total charge: +1

Each line ends with the natural charge from an NBO analysis.
Element x y z (Å)
Al: 0.9681 -0.7144 -0.2868  1.7050
O: 4.4161 -1.9728 0.5547  -0.5825
C: 3.3166 -1.4775 0.5767  0.6787
O: 2.7706 -0.8127 -0.4099  -0.9100
C: 2.3250 -1.6483 1.7432  0.6762
O: 2.6171 -1.9905 2.8514  -0.5298
O: 1.0913 -1.3900 1.3309  -0.9216
O: -0.8018 -0.3689 -0.2518  -1.0755
S: -1.8540 -0.9237 0.7398  1.3002
C: -3.3181 -1.2504 -0.2509  -0.1659
C: -4.4052 -1.7659 0.4429  -0.2414
C: -5.5602 -2.0857 -0.2472  -0.1762
C: -5.6170 -1.8963 -1.6199  -0.1819
C: -4.5223 -1.3906 -2.3016  -0.1929
C: -3.3598 -1.0657 -1.6191  -0.2335
C: -2.4651 0.5916 1.4974  -0.1756
C: -3.0429 1.6104 0.7553  -0.2377
C: -3.4746 2.7532 1.4077  -0.1907
C: -3.3501 2.8581 2.7852  -0.1761
C: -2.7805 1.8289 3.5183  -0.1875
C: -2.3204 0.6943 2.8716  -0.2269
H: -4.3345 -1.9275 1.5090  0.2285
H: -6.3969 -2.5000 0.2910  0.2321
H: -6.5052 -2.1708 -2.1636  0.2315
H: -4.5651 -1.2702 -3.3726  0.2309
H: -2.4892 -0.7055 -2.1474  0.2359
H: -3.1728 1.5077 -0.3121  0.2323
H: -3.9266 3.5529 0.8416  0.2309
H: -3.7085 3.7387 3.2947  0.2327
H: -2.6976 1.9041 4.5913  0.2342
H: -1.8634 -0.1112 3.4255  0.2398
C: -0.0575 3.9783 -2.0396  -0.6118
C: -0.0856 2.4602 -1.8927  -0.6885
P: 1.1523 1.7197 -0.7318  0.8731
C: 0.9352 2.7487 0.7890  -0.7003
C: 1.4279 2.0212 2.0343  -0.6123
C: 2.7939 2.1910 -1.4347  -0.6967
C: 3.9262 2.2511 -0.4166  -0.6090
H: -0.7844 4.2799 -2.7911  0.2294
H: 0.9145 4.3373 -2.3657  0.2115
H: -0.3133 4.4724 -1.1059  0.2117
H: 0.0582 1.9847 -2.8662  0.2381
H: -1.0641 2.1500 -1.5179  0.2336
H: -0.1317 2.9704 0.8911  0.2370
H: 1.4763 3.6888 0.6556  0.2394
H: 0.8434 1.1152 2.2006  0.2160
H: 1.3378 2.6657 2.9062  0.2296
H: 2.4722 1.7357 1.9368  0.2171
H: 2.7064 3.1460 -1.9545  0.2321
H: 3.0207 1.4164 -2.1724  0.2418
H: 3.7854 3.0543 0.3021  0.2066
H: 4.8727 2.4177 -0.9286  0.2314
H: 4.0052 1.3109 0.1248  0.2226
S: 0.6691 -2.4589 -1.8617  -0.2660
C: 1.9411 -3.4553 -1.2627  0.1089
N: 3.1936 -3.2425 -1.7183  -0.4632
C: 4.2693 -3.8884 -1.2461  0.1203
C: 4.1203 -4.8825 -0.3137  -0.2400
C: 2.8324 -5.1895 0.1353  -0.0878
C: 1.7471 -4.4851 -0.3380  -0.2534
H: 3.3123 -2.4809 -2.3819  0.4524
H: 5.2307 -3.5874 -1.6286  0.2453
H: 4.9855 -5.3931 0.0758  0.2528
H: 2.6875 -5.9651 0.8691  0.2424
H: 0.7435 -4.6868 0.0020  0.2527

Forces on atoms 1 to 2 (eV/Å):
Al 0.455 -0.070 -0.720
O 0.070 0.259 0.249


We obtain F_max values of 1.209, 0.961, 1.200 eV Å⁻¹ for the records listed above, in that order.